{
  "formula": "C5H7NO3",
  "method": "ωB97M-V/def2-TZVPD",
  "spin_multiplicity": 1,
  "homo_ev": -8.749,
  "smiles": "C[C@@H]1OC1=O.NC=C=O",
  "e_above_lowest_ev": 5.561,
  "homo_lumo_gap_ev": 8.109,
  "e_tot_ha": -475.0446,
  "symbols": ["H", "H", "C", "O", "O", "N", "C", "H", "C", "C", "H", "H", "H", "O", "H", "C"],
  "xyz": [[-3.207098, 0.602689, 0.539912], [-1.657699, 1.350998, 0.927306], [-0.101255, -1.042015, -0.146060], [0.479835, -1.800579, -0.909596], [1.496447, 1.851244, -1.410169], [2.624041, -0.615704, 0.478060], [-1.536646, -0.456937, -0.261497], [2.445244, -1.496826, 0.003771], [-2.210594, 0.826063, 0.148591], [1.441030, 0.176920, 0.460335], [-2.150844, -1.065549, -0.924374], [1.118854, 0.543744, 1.429060], [-2.412539, 1.436985, -0.732842], [-1.027639, -1.264634, 0.843471], [3.452947, -0.173162, 0.104383], [1.245915, 1.126765, -0.550350]],
  "forces_ev_per_a": [[0.11, -0.15, 0.20], [0.04, 0.19, -0.18], [-2.74, 0.18, -1.95], [0.62, -0.10, 0.92], [-1.49, -0.66, 0.60], [-0.30, 0.00, -0.49], [1.01, 0.16, 0.13], [-0.05, -0.09, -0.15], [0.06, -0.26, -0.21], [-0.97, 1.59, 0.22], [0.11, 0.02, -0.08], [-0.48, -0.07, -0.07], [0.34, 0.24, 0.07], [0.96, -0.61, 0.77], [-0.12, 0.03, -0.07], [2.92, -0.46, 0.27]]
}